{
  "formula": "C16H28NO9",
  "method": "ωB97M-V/def2-TZVPD",
  "max_force_ev_per_a": 0.43,
  "total_charge": -1,
  "energy_ha": -1358.3317,
  "elements": ["C", "N", "C", "C", "C", "H", "H", "H", "H", "H", "H", "H", "H", "H", "H", "C", "C", "C", "O", "C", "O", "O", "H", "H", "H", "H", "H", "H", "C", "C", "C", "O", "C", "O", "O", "H", "H", "H", "H", "H", "H", "C", "C", "C", "O", "C", "O", "O", "H", "H", "H", "H", "H", "H"],
  "positions_angstrom": [[0.30986, 2.65422, 1.59409], [-0.37102, 1.45679, 2.20757], [0.30817, 0.22591, 1.89953], [1.60428, -0.06276, 2.65790], [1.36189, -0.63521, 4.05787], [0.50811, 3.40191, 2.36675], [1.27979, 2.33391, 1.19902], [-0.47212, 1.54875, 3.21786], [0.50840, 0.24659, 0.82642], [-0.37305, -0.61983, 2.06786], [2.12752, 0.89435, 2.71142], [2.23890, -0.74084, 2.08121], [0.30115, -0.57877, 4.31229], [1.90059, -0.08444, 4.82850], [1.67579, -1.67727, 4.14001], [4.20204, 3.36286, -3.92485], [4.44340, 3.14356, -2.45495], [3.71537, 1.96692, -1.83389], [3.55514, 2.40025, -0.47944], [3.54508, 3.75383, -0.45452], [3.28838, 4.43248, 0.47862], [3.92165, 4.23296, -1.68432], [4.66603, 4.29131, -4.25683], [4.62670, 2.53788, -4.49874], [3.13215, 3.42018, -4.12572], [5.51694, 3.08014, -2.24196], [4.27826, 1.03648, -1.84830], [2.73038, 1.80897, -2.27838], [-3.17000, -1.52177, 2.02774], [-3.13903, -3.02424, 1.96132], [-1.84491, -3.69844, 2.37427], [-1.85910, -4.89922, 1.57658], [-2.59424, -4.65900, 0.46927], [-2.64872, -5.37043, -0.48408], [-3.24118, -3.48029, 0.59082], [-4.09763, -1.14016, 1.60222], [-3.10920, -1.19381, 3.06536], [-2.33688, -1.08163, 1.48439], [-3.98351, -3.45838, 2.50469], [-1.79487, -3.96437, 3.42570], [-0.97467, -3.09976, 2.09804], [-3.73022, -0.66896, -3.44265], [-2.32673, -0.90285, -2.95500], [-2.14042, -0.94626, -1.45151], [-0.79525, -0.48710, -1.30584], [-0.51329, 0.33141, -2.34212], [0.43036, 1.04347, -2.41145], [-1.47552, 0.20746, -3.30073], [-3.74409, -0.53430, -4.52358], [-4.35433, -1.52704, -3.19085], [-4.14911, 0.22503, -2.97993], [-1.90062, -1.80150, -3.41200], [-2.22924, -1.93209, -1.00642], [-2.80740, -0.24686, -0.93926]],
  "atomic_forces_ev_per_a": [[-0.3, 0.0, -0.3], [-0.3, -0.1, 0.1], [-0.1, -0.1, -0.2], [0.1, 0.2, 0.0], [0.1, 0.1, 0.1], [0.0, 0.1, 0.2], [0.2, 0.1, 0.1], [0.1, 0.0, 0.0], [0.0, 0.0, -0.1], [-0.1, -0.3, 0.1], [0.1, 0.0, 0.0], [0.1, -0.1, 0.0], [-0.1, 0.0, 0.1], [0.0, 0.0, 0.1], [-0.1, -0.1, 0.0], [-0.1, 0.1, 0.0], [0.0, 0.0, 0.0], [-0.1, 0.0, 0.1], [0.0, 0.0, 0.1], [0.0, -0.1, -0.2], [0.1, 0.0, 0.0], [0.0, 0.1, 0.1], [0.0, 0.0, 0.0], [0.0, 0.0, 0.0], [0.0, 0.0, 0.0], [0.0, 0.0, 0.0], [0.1, 0.0, 0.1], [0.0, 0.0, 0.0], [0.0, 0.0, -0.1], [0.0, 0.0, 0.0], [0.0, 0.0, -0.1], [0.0, 0.0, 0.1], [0.1, 0.1, 0.1], [0.0, 0.0, 0.1], [-0.2, 0.0, -0.1], [0.0, 0.0, 0.0], [0.0, 0.0, 0.0], [0.1, 0.1, 0.0], [0.0, 0.0, 0.0], [0.0, -0.1, 0.0], [0.0, 0.0, 0.0], [0.0, 0.1, 0.0], [0.1, 0.0, 0.1], [0.0, 0.0, 0.1], [0.0, 0.0, 0.0], [-0.2, 0.0, 0.2], [0.2, -0.1, -0.3], [0.1, 0.0, 0.0], [0.0, 0.0, 0.0], [0.0, 0.0, 0.0], [0.0, 0.0, 0.0], [0.0, 0.0, 0.0], [0.0, 0.0, -0.1], [0.0, 0.0, 0.0]]
}



{
  "formula": "C5H5NO",
  "method": "ωB97M-V/def2-TZVPD",
  "max_force_ev_per_a": 3.30,
  "energy_ha": -323.2657,
  "elements": ["N", "C", "C", "O", "C", "C", "C", "H", "H", "H", "H", "H"],
  "positions_angstrom": [[2.39949, 0.48978, -0.89797], [1.34806, 0.13867, -0.27296], [0.76040, -0.65927, 0.74592], [0.08408, 0.00510, 1.74330], [-0.89083, -0.21779, 0.75909], [-1.07259, 0.82762, -0.26459], [-0.03813, -0.13886, -0.82405], [1.01548, -1.71913, 0.78970], [-1.65728, -0.92750, 1.07582], [-2.06054, 0.79626, -0.73959], [-0.76590, 1.83199, 0.02142], [1.83103, 0.30148, -1.84008]],
  "atomic_forces_ev_per_a": [[-1.8, -1.4, -2.0], [-1.9, -0.6, -1.5], [0.3, -0.1, 1.2], [-0.1, 0.3, 1.0], [0.1, 0.0, 0.3], [0.1, 0.0, 0.2], [0.2, 0.1, -0.1], [-0.4, 0.2, 0.5], [0.4, -0.2, -0.6], [0.5, -0.1, 0.0], [0.0, 0.0, 0.1], [2.6, 1.8, 1.0]]
}



{
  "formula": "C18H22N4O3Pd",
  "method": "ωB97M-V/def2-TZVPD",
  "max_force_ev_per_a": 0.58,
  "s2": 2.01,
  "energy_ha": -1271.7387,
  "multiplicity": 3,
  "elements": ["Pd", "N", "C", "C", "C", "C", "C", "N", "C", "C", "C", "C", "C", "N", "H", "H", "H", "H", "H", "H", "H", "H", "H", "C", "C", "C", "C", "O", "H", "H", "H", "H", "H", "H", "H", "H", "H", "O", "C", "C", "C", "C", "O", "N", "H", "H", "H", "H"],
  "positions_angstrom": [[-0.22811, -0.26956, -0.43402], [2.27820, -1.16122, 1.65660], [2.66792, -1.19185, 0.32207], [4.03072, -1.06459, 0.03899], [4.43774, -1.09386, -1.27459], [3.49448, -1.25936, -2.28290], [2.17652, -1.37314, -1.91338], [1.76731, -1.35196, -0.63358], [1.03498, -1.22128, 2.27014], [0.99540, -1.04898, 3.65863], [-0.20990, -1.16128, 4.30978], [-1.35680, -1.45556, 3.57936], [-1.22813, -1.58934, 2.21810], [-0.06312, -1.46745, 1.56332], [3.03272, -0.98291, 2.29375], [4.74476, -0.94445, 0.84507], [5.48894, -0.99092, -1.51504], [3.77804, -1.27975, -3.32510], [1.39608, -1.49875, -2.64950], [1.90688, -0.83442, 4.20331], [-0.25760, -1.02152, 5.38222], [-2.32311, -1.55640, 4.05239], [-2.08359, -1.81346, 1.59611], [-0.78614, 2.88973, -1.79999], [0.47961, 2.57953, -0.99896], [1.63584, 3.43972, -1.50919], [0.24694, 2.87452, 0.48616], [0.86152, 1.22993, -1.19127], [-1.04283, 3.94928, -1.73436], [-1.62430, 2.30579, -1.41520], [-0.62396, 2.62746, -2.84714], [1.42169, 4.50299, -1.37353], [1.80284, 3.24569, -2.57115], [2.55192, 3.19152, -0.96689], [-0.05117, 3.91500, 0.63652], [1.16730, 2.68585, 1.04486], [-0.54727, 2.23866, 0.87950], [-2.48754, 0.59661, 0.35367], [-2.94727, -0.32748, -0.33291], [-4.40999, -0.66582, -0.53303], [-4.34862, -1.94786, -1.36766], [-2.85410, -2.15651, -1.64220], [-2.39357, -3.04656, -2.31708], [-2.13558, -1.17296, -0.99110], [-4.89056, 0.16482, -1.05061], [-4.90312, -0.77635, 0.43228], [-4.88058, -1.88823, -2.31530], [-4.72141, -2.82331, -0.83719]],
  "atomic_forces_ev_per_a": [[0.3, 0.1, -0.1], [-0.1, 0.2, -0.1], [-0.1, -0.1, 0.1], [0.1, 0.0, 0.0], [0.1, 0.0, 0.1], [0.0, 0.0, -0.1], [0.1, -0.1, 0.1], [-0.2, 0.2, -0.4], [0.1, -0.2, -0.1], [0.1, 0.0, 0.1], [0.1, 0.0, 0.0], [0.0, 0.0, 0.0], [0.0, -0.1, 0.0], [-0.2, 0.2, -0.1], [0.1, 0.0, 0.0], [0.0, 0.0, 0.0], [0.0, 0.0, 0.0], [0.0, 0.0, 0.0], [-0.1, 0.0, 0.0], [0.0, 0.0, 0.0], [0.0, 0.0, 0.0], [0.0, 0.0, 0.0], [0.0, 0.0, 0.0], [0.0, -0.2, 0.0], [0.1, 0.2, -0.1], [0.0, 0.0, 0.0], [0.0, -0.1, -0.1], [-0.4, -0.1, 0.4], [0.0, 0.0, 0.0], [0.0, 0.0, 0.0], [0.0, 0.0, 0.0], [0.0, 0.0, 0.0], [0.0, 0.0, 0.0], [0.0, 0.0, 0.0], [0.0, 0.0, 0.0], [0.0, 0.0, 0.0], [-0.1, 0.0, 0.0], [-0.1, 0.0, -0.2], [0.0, 0.0, 0.0], [0.0, 0.0, -0.1], [0.0, 0.1, 0.0], [0.0, 0.1, 0.0], [0.0, 0.0, 0.0], [0.1, -0.1, 0.2], [0.0, 0.0, 0.0], [0.0, 0.0, 0.0], [0.0, 0.0, 0.0], [0.0, 0.0, 0.0]]
}



{
  "formula": "C21H23N2O2ReS",
  "method": "ωB97M-V/def2-TZVPD",
  "max_force_ev_per_a": 0.52,
  "total_charge": 3,
  "s2": 0.76,
  "energy_ha": -1549.3922,
  "multiplicity": 2,
  "elements": ["Re", "C", "C", "C", "C", "C", "C", "C", "C", "C", "H", "H", "H", "H", "H", "H", "H", "H", "H", "H", "H", "H", "C", "C", "C", "C", "C", "C", "C", "S", "O", "O", "N", "C", "C", "C", "C", "C", "N", "H", "H", "H", "H", "H", "H", "H", "H", "H", "H", "H"],
  "positions_angstrom": [[1.03751, -0.06734, 0.80515], [0.66876, 3.24880, 2.11084], [1.47207, 2.00678, 2.00326], [2.41537, 1.81640, 0.97557], [3.23010, 0.64749, 0.86754], [4.29354, 0.52346, -0.17203], [3.06257, -0.32975, 1.89219], [2.12296, -0.19379, 2.94010], [1.97172, -1.24878, 3.98817], [1.21911, 0.89967, 2.87638], [-0.33981, 3.05428, 2.47069], [0.63425, 3.80203, 1.17493], [1.16816, 3.88139, 2.85605], [2.51307, 2.58039, 0.21094], [4.00344, 1.00096, -1.10645], [4.55960, -0.51521, -0.35687], [5.18581, 1.03880, 0.19709], [3.68324, -1.21766, 1.85778], [1.44518, -2.12451, 3.59972], [1.41261, -0.87505, 4.84316], [2.95610, -1.57925, 4.32302], [0.40923, 0.96158, 3.59326], [-4.52214, 2.13784, -4.81247], [-3.77666, 1.61292, -3.63499], [-4.46124, 0.97546, -2.59003], [-3.79472, 0.50528, -1.48417], [-2.39945, 0.68588, -1.42452], [-1.68230, 1.32259, -2.45719], [-2.37958, 1.77298, -3.54710], [-1.60314, 0.11990, -0.06490], [-0.58041, 1.17739, 0.43498], [-2.43429, -0.46601, 0.92199], [-0.29275, -0.86255, -0.40632], [-0.05644, -2.23077, -0.13609], [-0.72888, -3.38602, -0.41713], [-0.08508, -4.56143, -0.02961], [1.15759, -4.52336, 0.60575], [1.74845, -3.30989, 0.87902], [1.12803, -2.17197, 0.51084], [-5.37910, 1.51091, -5.05354], [-3.88395, 2.23900, -5.68732], [-4.91369, 3.13176, -4.57244], [-5.53422, 0.85109, -2.65506], [-4.32280, 0.01753, -0.67612], [-0.60976, 1.45378, -2.39785], [-1.85275, 2.26047, -4.35660], [-1.68602, -3.38474, -0.91977], [-0.55081, -5.51693, -0.23660], [1.66470, -5.43673, 0.88392], [2.70683, -3.23504, 1.37284]],
  "atomic_forces_ev_per_a": [[-0.2, 0.3, 0.4], [0.0, 0.0, 0.0], [0.0, 0.0, 0.0], [-0.1, -0.1, -0.1], [-0.2, -0.1, 0.1], [0.0, 0.0, 0.0], [0.1, 0.1, 0.0], [-0.1, -0.2, 0.0], [0.0, 0.0, 0.0], [0.0, -0.1, -0.2], [0.0, 0.0, 0.0], [0.0, 0.0, 0.0], [0.0, 0.0, 0.0], [0.0, 0.0, 0.0], [0.0, 0.0, 0.0], [0.0, 0.0, 0.0], [0.0, 0.0, 0.0], [0.0, 0.0, 0.0], [0.0, 0.0, 0.0], [0.0, 0.0, 0.0], [0.0, 0.0, 0.0], [0.0, 0.0, 0.0], [0.0, 0.0, 0.0], [0.0, 0.0, 0.0], [0.0, 0.0, 0.0], [0.0, 0.0, 0.0], [0.1, 0.0, -0.1], [0.0, 0.0, 0.0], [0.0, 0.0, 0.0], [-0.1, 0.3, 0.1], [0.0, -0.2, -0.1], [0.0, 0.0, 0.0], [0.3, -0.1, -0.1], [0.1, -0.1, 0.0], [0.0, 0.0, 0.0], [0.0, 0.0, 0.0], [0.0, 0.0, 0.0], [0.0, 0.0, 0.0], [0.0, 0.0, 0.0], [0.0, 0.0, 0.0], [0.0, 0.0, 0.0], [0.0, 0.0, 0.0], [0.0, 0.0, 0.0], [0.0, 0.0, 0.0], [0.0, 0.0, 0.0], [0.0, 0.0, 0.0], [0.0, 0.0, 0.0], [0.0, 0.0, 0.0], [0.0, 0.0, 0.0], [0.0, 0.0, 0.0]]
}